Density functional theory data (the ωB97M-V functional and the def2-TZVPD basis) for a structure of composition C14H33F7N3O9S2.

```
68
Properties=species:S:1:pos:R:3:nbo_charge:R:1
O 1.300 -0.438 0.214 -0.761
H 1.553 -0.976 0.968 0.566
H 2.021 0.136 -0.054 0.591
H 0.478 0.022 0.399 0.565
F 4.423 2.264 -0.621 -0.973
C 1.876 6.222 -9.286 0.777
F 2.101 7.439 -8.803 -0.310
F 0.715 5.632 -9.013 -0.300
F 1.918 6.319 -10.623 -0.323
S 3.391 5.108 -8.691 2.068
O 3.833 4.508 -9.932 -0.905
O 4.294 6.031 -7.976 -0.906
N 2.744 3.927 -7.505 -1.101
S 2.332 2.673 -8.339 2.177
O 1.254 2.729 -9.301 -0.968
O 3.368 1.790 -8.838 -0.951
C 1.520 1.542 -6.883 0.747
F 0.950 0.417 -7.411 -0.336
F 2.453 1.081 -6.072 -0.326
F 0.715 2.325 -6.096 -0.343
C -5.440 3.510 5.056 -0.252
O -4.131 3.492 4.512 -0.531
C -4.151 3.300 3.098 -0.095
C -3.018 2.278 2.742 -0.250
N -2.634 1.936 1.361 -0.623
C -3.778 1.356 0.713 -0.243
C -4.280 -0.005 1.264 -0.068
O -3.344 -1.061 1.427 -0.548
C -3.922 -2.275 1.994 -0.252
H -6.038 4.413 4.930 0.171
H -5.404 3.421 6.142 0.187
H -5.991 2.625 4.737 0.164
H -4.017 4.296 2.677 0.175
H -5.006 2.857 2.586 0.168
H -3.304 1.385 3.296 0.187
H -2.095 2.553 3.251 0.204
H -2.299 2.753 0.871 0.371
H -3.622 1.297 -0.364 0.207
H -4.614 2.054 0.675 0.172
H -5.087 -0.291 0.590 0.170
H -4.824 0.135 2.198 0.153
H -4.399 -2.063 2.950 0.169
H -3.180 -3.054 2.171 0.196
H -4.648 -2.756 1.339 0.173
C -0.374 -2.813 5.498 -0.242
O 0.779 -3.246 4.819 -0.564
C 1.958 -2.342 4.817 -0.061
C 3.075 -2.851 4.055 -0.268
N 2.590 -3.410 2.750 -0.625
C 3.673 -4.148 2.084 -0.244
C 3.283 -5.082 0.917 -0.064
O 3.243 -4.332 -0.221 -0.540
C 2.967 -5.159 -1.425 -0.265
H -1.019 -3.687 5.590 0.193
H -0.925 -2.071 4.919 0.162
H -0.228 -2.329 6.464 0.169
H 2.236 -2.084 5.839 0.183
H 1.623 -1.381 4.427 0.158
H 3.286 -3.777 4.589 0.172
H 3.976 -2.243 4.138 0.232
H 2.025 -4.179 3.080 0.360
H 4.233 -4.755 2.795 0.162
H 4.403 -3.435 1.700 0.208
H 2.379 -5.640 1.160 0.155
H 4.153 -5.710 0.723 0.170
H 2.034 -5.676 -1.201 0.170
H 3.579 -6.049 -1.575 0.172
H 3.041 -4.507 -2.295 0.217
```

The charge is -1. For the energy above the lowest of the compared OMol25 structures with the same formula, charge and spin, the calculation gives 131.9 kcal per mole. The gap between HOMO and LUMO comes out at 5.14 eV. As for the HOMO energy: -0.1768 Eh. For the LUMO energy, the calculation gives 0.33 eV.

Density functional theory data (the ωB97M-V functional and the def2-TZVPD basis) for a structure of composition C14H33FN3O3PSi2.

```
57
Properties=species:S:1:pos:R:3:nbo_charge:R:1
N 7.263 -3.225 -1.106 -1.322
P 6.943 -4.769 -1.274 0.824
Si 4.720 -5.020 -1.109 1.666
F 4.061 -3.717 -1.706 -0.630
O 4.139 -6.353 -1.899 -1.233
Si 2.856 -7.149 -1.127 1.428
C 1.327 -6.081 -1.184 -0.531
C 0.503 -6.088 -0.085 -0.189
C -0.614 -5.311 -0.033 -0.212
C -0.935 -4.514 -1.091 -0.189
C -0.144 -4.524 -2.204 -0.221
C 0.980 -5.291 -2.255 -0.130
H 7.750 -2.867 -1.918 0.370
H 7.542 -5.510 -0.218 -0.046
H 7.453 -5.224 -2.514 -0.023
H 4.383 -5.138 0.316 -0.228
H 3.225 -7.299 0.295 -0.207
H 2.635 -8.478 -1.716 -0.187
H 0.744 -6.723 0.761 0.208
H -1.239 -5.314 0.850 0.214
H -1.812 -3.884 -1.049 0.223
H -0.418 -3.910 -3.054 0.208
H 1.616 -5.277 -3.133 0.205
C -1.687 2.028 -0.114 -0.623
C -1.643 0.918 0.931 -0.082
C -0.794 -0.293 0.515 -0.073
O -1.407 -1.152 -0.431 -0.553
C -1.313 -0.722 -1.776 -0.246
N -3.018 0.532 1.268 -0.824
H -2.354 1.791 -0.943 0.197
H -2.052 2.952 0.334 0.239
H -0.693 2.227 -0.521 0.201
H -1.181 1.337 1.830 0.189
H -0.633 -0.911 1.403 0.182
H 0.198 0.018 0.163 0.167
H -0.368 -0.209 -1.974 0.174
H -2.152 -0.074 -2.040 0.167
H -1.367 -1.607 -2.411 0.181
H -2.997 -0.128 2.041 0.350
H -3.381 -0.013 0.490 0.353
C -2.452 8.294 2.112 -0.614
C -1.230 7.406 1.897 -0.081
C -1.396 6.391 0.756 -0.072
O -2.204 5.273 1.069 -0.552
C -3.600 5.493 0.969 -0.251
N -0.890 6.754 3.166 -0.822
H -3.254 7.772 2.634 0.203
H -2.186 9.157 2.722 0.220
H -2.844 8.664 1.162 0.202
H -0.398 8.061 1.622 0.188
H -0.409 5.979 0.528 0.183
H -1.754 6.878 -0.162 0.164
H -3.845 6.183 0.157 0.169
H -4.007 5.866 1.911 0.167
H -4.072 4.531 0.764 0.195
H -0.015 6.249 3.055 0.351
H -1.577 6.022 3.326 0.355
```

For the energy above the lowest of the compared OMol25 structures with the same formula, charge and spin, the calculation gives 0.0 kcal per mole. The gap between HOMO and LUMO comes out at 8.92 eV. As for the HOMO energy: -0.3071 Eh. For the LUMO energy, the calculation gives 0.56 eV.

Density functional theory data (the ωB97M-V functional and the def2-TZVPD basis) for a structure of composition C14H33InN2O3.

```
53
Properties=species:S:1:pos:R:3:nbo_charge:R:1
C 0.305 -5.411 2.748 -0.424
N 1.613 -4.749 2.535 -0.674
C 1.555 -3.784 1.378 -0.676
In 0.337 -1.974 1.991 1.083
O -1.561 -2.645 2.575 -0.898
C -2.487 -2.614 1.532 -0.070
C -3.901 -3.125 2.107 0.084
C -4.423 -4.389 1.352 -0.631
O -3.718 -3.570 3.458 -0.722
H 0.408 -6.520 2.761 0.162
H -0.151 -5.126 3.724 0.190
H -0.387 -5.072 1.950 0.198
H 1.801 -4.239 3.391 0.343
H 1.135 -4.338 0.505 0.175
H 2.626 -3.523 1.182 0.182
H 0.326 -0.643 0.801 -0.370
H 1.129 -1.347 3.504 -0.412
H -2.632 -1.579 1.116 0.132
H -2.218 -3.264 0.662 0.123
H -4.624 -2.282 2.107 0.137
H -4.547 -4.173 0.274 0.198
H -5.404 -4.636 1.823 0.197
H -3.748 -5.250 1.537 0.219
H -3.778 -2.809 4.033 0.467
C 3.018 2.690 -2.602 -0.621
C 1.644 2.022 -2.383 0.104
C 0.638 2.602 -3.386 -0.418
C 0.257 4.043 -3.063 -0.398
C -0.252 4.156 -1.629 -0.416
C 0.669 3.518 -0.575 0.103
N 1.193 2.187 -0.977 -0.037
O 0.240 1.298 -0.757 -0.316
C 1.853 4.457 -0.262 -0.619
C -0.111 3.459 0.752 -0.600
C 1.898 0.543 -2.723 -0.602
H 3.466 2.351 -3.538 0.208
H 2.974 3.775 -2.682 0.197
H 3.712 2.434 -1.798 0.222
H -0.270 1.991 -3.401 0.217
H 1.053 2.555 -4.398 0.208
H 1.105 4.716 -3.221 0.189
H -0.524 4.375 -3.753 0.207
H -0.414 5.211 -1.389 0.208
H -1.238 3.681 -1.585 0.212
H 2.570 3.970 0.402 0.222
H 1.505 5.360 0.244 0.205
H 2.385 4.807 -1.145 0.199
H -1.057 2.926 0.652 0.230
H -0.356 4.467 1.093 0.195
H 0.475 2.974 1.535 0.231
H 2.613 0.100 -2.027 0.226
H 2.312 0.450 -3.729 0.196
H 0.987 -0.055 -2.704 0.236
```

The multiplicity is 2. The charge is -1. For the energy above the lowest of the compared OMol25 structures with the same formula, charge and spin, the calculation gives 24.6 kcal per mole. The gap between HOMO and LUMO (spin up / spin down) comes out at 5.80 / 5.80 eV. As for the HOMO energy (spin up / spin down): -0.1229 / -0.1228 Eh. For the LUMO energy (spin up / spin down), the calculation gives 2.46 / 2.45 eV.

Density functional theory data (the ωB97M-V functional and the def2-TZVPD basis) for a structure of composition C14H33MgNO8S4.

```
61
Properties=species:S:1:pos:R:3:nbo_charge:R:1
Mg 0.552 0.438 -0.531 1.818
C -1.182 -0.810 -0.351 0.899
O -1.241 0.110 -1.271 -0.949
O -0.136 -1.544 -0.639 -0.927
O -0.854 -0.251 0.774 -0.934
C -4.038 0.121 1.341 -0.730
C -4.419 -1.245 0.992 0.304
N -4.757 -2.304 0.713 -0.367
H -4.955 0.498 1.803 0.241
H -3.899 0.742 0.460 0.262
H -3.154 -0.005 1.963 0.285
C 0.063 -0.263 -4.143 -0.803
S 1.700 0.302 -3.523 1.240
O 1.417 0.960 -2.191 -1.064
C 2.353 -1.379 -3.316 -0.829
H -0.482 0.667 -4.272 0.242
H -0.395 -0.984 -3.467 0.285
H 0.134 -0.800 -5.092 0.226
H 1.719 -2.020 -2.700 0.273
H 3.364 -1.365 -2.916 0.230
H 2.328 -1.834 -4.308 0.237
C 0.438 3.470 2.534 -0.796
S 1.600 2.936 1.225 1.238
O 0.750 2.204 0.213 -1.044
C 1.980 4.663 0.756 -0.830
H 1.064 3.943 3.289 0.232
H -0.009 2.621 3.052 0.252
H -0.307 4.004 1.952 0.245
H 2.591 4.644 -0.151 0.250
H 2.501 5.186 1.551 0.245
H 1.134 5.238 0.369 0.249
C 0.276 -3.986 2.230 -0.850
S 0.145 -5.389 1.103 1.248
O 0.532 -6.635 1.818 -0.987
C -1.680 -5.285 1.081 -0.819
H -0.195 -3.129 1.740 0.272
H 1.335 -3.737 2.335 0.201
H -0.124 -4.130 3.233 0.227
H -2.023 -5.227 2.111 0.224
H -1.982 -6.195 0.563 0.231
H -2.064 -4.439 0.512 0.252
C 3.929 -2.044 1.057 -0.831
S 3.314 -0.335 1.180 1.256
O 2.238 -0.032 0.184 -1.059
C 2.538 -0.462 2.826 -0.808
H 4.791 -2.231 1.694 0.249
H 4.312 -2.209 0.046 0.247
H 3.133 -2.783 1.156 0.249
H 2.104 0.486 3.139 0.237
H 3.349 -0.631 3.536 0.234
H 1.771 -1.234 2.798 0.258
C -1.836 2.770 -3.054 -0.740
C -2.174 3.830 -1.993 0.622
O -2.166 5.004 -2.242 -0.559
C -2.486 3.247 -0.587 -0.752
H -2.312 3.154 -3.958 0.226
H -2.280 1.813 -2.796 0.252
H -0.751 2.736 -3.137 0.235
H -1.685 3.518 0.102 0.218
H -2.413 2.159 -0.670 0.258
H -3.454 3.449 -0.129 0.228
```

The gap between HOMO and LUMO comes out at 6.54 eV. As for the HOMO energy: -0.2481 Eh. For the LUMO energy, the calculation gives -0.21 eV.

Asked for max |F| across the records above, the calculation gives 4.6, 2.0, 3.1, 10.3 eV/Å in order.